A structure of composition C31H55BIrN7 in a non-equilibrium geometry. Source: OMol25; level of theory: ωB97M-V/def2-TZVPD.

Atoms and positions in Å:
Ir1 0.17843 -0.44910 1.57076
N1 0.07683 -2.22952 1.94122
N2 1.51353 0.00770 -1.02396
N3 -1.06550 -0.35082 -0.95740
N4 -1.47173 -0.27488 0.33749
N5 -0.03201 1.82816 -0.30057
N6 0.24418 1.58489 1.01678
N7 1.76275 -0.47335 0.22171
C1 0.12296 4.95491 -1.96983
C2 -0.01990 2.69096 1.72780
C3 -0.46149 3.67096 0.84728
C4 -1.28552 3.07832 -2.89165
C5 -2.66508 -0.88207 0.47419
C6 -0.47447 3.09537 -0.41957
C7 -1.99292 -1.02538 -1.65671
C8 2.92873 -1.02174 2.91086
C9 -0.10851 4.17602 3.73316
C10 -3.49821 -0.79554 1.73294
C11 3.07790 -0.58889 0.39767
C12 -2.05234 -1.36845 -3.12049
C13 0.08943 -3.59488 1.57962
C14 -4.90598 -1.32293 1.46343
C15 -3.20464 -0.60857 -3.79071
C16 2.69322 0.15957 -1.67054
C17 3.81165 -0.90718 1.67335
C18 -0.76264 -1.18504 -3.90669
C19 -3.01692 -1.37505 -0.77275
C20 4.68606 -2.15759 1.51433
C21 -0.91400 3.87106 -1.64010
C22 -2.91493 -1.49822 2.96180
C23 2.26437 0.24334 -4.22093
C24 -1.15848 -3.98256 0.75979
C25 0.15709 2.76268 3.22403
C26 1.32345 -3.85246 0.68804
C27 2.98407 0.80792 -2.99926
C28 -0.75833 1.77178 3.95539
C29 3.69301 -0.23466 -0.80303
C30 2.76732 2.32137 -2.88609
C31 0.17450 -4.47312 2.83722
B1 0.12272 0.61847 -1.30515
H1 -1.16523 -3.44879 -0.19210
H2 0.04230 4.22243 4.81114
H3 3.54139 -1.22821 3.78874
H4 -3.25721 -0.87240 -4.84744
H5 0.26704 5.63094 -1.12746
H6 3.38402 2.74628 -2.09261
H7 1.34377 -4.90954 0.42486
H8 4.05229 0.63661 -3.14559
H9 2.80423 0.53422 -5.12235
H10 -0.40260 2.74120 -3.43395
H11 -1.88015 -1.21801 3.14687
H12 -0.21471 5.54342 -2.82387
H13 -3.91138 -1.91411 -1.03546
H14 -0.54249 0.73802 3.67460
H15 -1.81802 4.39058 -1.31184
H16 4.07431 -3.05927 1.50493
H17 -1.13587 4.47769 3.51982
H18 -0.68761 -4.29630 3.48056
H19 -3.04551 0.46871 -3.71447
H20 -1.13695 -5.05494 0.56861
H21 -3.49262 -1.23177 3.84696
H22 4.48620 -0.05931 1.82284
H23 -2.30995 -2.43170 -3.13564
H24 -4.87100 -2.38080 1.19383
H25 2.21675 -0.84550 -4.19459
H26 3.02365 2.81401 -3.82499
H27 -4.16432 -0.84583 -3.33271
H28 2.23658 -3.60191 1.22387
H29 1.08114 -4.24302 3.39726
H30 -5.51852 -1.22454 2.35888
H31 -1.80699 1.96704 3.71926
H32 2.21880 -1.84217 2.81264
H33 0.11004 -1.48575 -3.32567
H34 1.19631 2.49732 3.44464
H35 4.75090 -0.22088 -1.00759
H36 -3.55827 0.27223 1.96799
H37 -1.85681 3.72363 -3.55940
H38 -5.39229 -0.77394 0.65686
H39 0.56632 4.89434 3.26653
H40 1.25390 0.63775 -4.30070
H41 1.26994 -3.24969 -0.21947
H42 -0.62144 1.84049 5.03499
H43 1.72320 2.52841 -2.65513
H44 -0.64474 -0.14461 -4.20299
H45 5.38928 -2.23195 2.34354
H46 -0.79736 -1.78634 -4.81506
H47 5.25443 -2.12779 0.58545
H48 1.08772 4.51271 -2.21719
H49 -2.07134 -3.74047 1.30061
H50 -0.76228 4.67796 1.08283
H51 0.19247 -5.52713 2.55336
H52 -1.90448 2.21335 -2.64876
H53 -2.94833 -2.58178 2.84420
H54 2.38596 -0.08687 3.10627
H55 0.05695 0.96447 -2.42932

Computed properties:
Charge: +1
2S+1: 2
Calculated total energy: -1726.5199 Ha
ΔE to the lowest compared entry with this formula, charge and spin: 0.0 kJ/mol
<S²>: 0.882
Highest occupied orbital energy (alpha / beta): -10.98 / -10.82 eV



A structure of composition C4H6HgO2 in a non-equilibrium geometry. Source: OMol25; level of theory: ωB97M-V/def2-TZVPD.

Atoms and positions in Å:
Hg1 -0.02684 -1.83049 4.52822
O1 -1.22250 -2.30056 3.31193
O2 -3.01328 1.18135 -0.02630
C1 -1.68511 -0.96464 -0.19126
C2 -1.91529 -1.83913 2.22314
C3 -2.56393 0.13910 0.00921
C4 -0.98367 -1.52602 1.04788
H1 -0.49022 -2.44942 0.71370
H2 -2.69704 -1.53641 -0.47884
H3 -2.49073 -0.91822 2.46514
H4 -1.00838 -0.69042 -1.01685
H5 -0.19570 -0.83053 1.36703
H6 -2.66294 -2.58190 1.87929

Computed properties:
Charge: +1
2S+1: 2
Calculated total energy: -459.4728 Ha
ΔE to the lowest compared entry with this formula, charge and spin: 196.0 kJ/mol
<S²>: 0.753
Highest occupied orbital energy (alpha / beta): -11.44 / -13.72 eV



A structure of composition C26H44ErN2O2SSi in a non-equilibrium geometry. Source: OMol25; level of theory: ωB97M-V/def2-TZVPD.

Atoms and positions in Å:
Er1 0.11465 0.15733 0.44709
S1 2.15830 -0.54034 2.01079
Si1 -1.48584 2.25108 1.40690
O1 1.18808 0.31333 -4.12506
O2 0.32232 0.07022 -2.05041
N1 2.55367 1.13744 -0.97617
N2 2.40289 0.90108 -2.35928
C1 0.04634 3.85084 -0.48431
C2 4.11876 -1.90668 0.65151
C3 -0.32769 3.84039 1.00352
C4 -0.31695 1.32827 3.91468
C5 -3.88243 1.03278 0.35957
C6 -1.22579 -2.66181 1.92786
C7 -0.02378 -0.15179 -4.73143
C8 1.23543 0.39437 -2.81137
C9 -3.16371 3.02941 -0.86450
C10 -2.22541 -2.26925 1.04294
C11 -2.69421 0.82213 3.59886
C12 6.33176 -1.04471 0.28082
C13 0.03405 -3.00973 1.44959
C14 -1.63257 1.90402 3.37408
C15 -0.96077 5.18596 1.34851
C16 3.74715 -0.71352 1.26644
C17 -1.96792 -2.22568 -0.32617
C18 5.40143 -2.06708 0.16390
C19 -0.70751 -2.58148 -0.80936
C20 0.29506 -2.96755 0.08052
C21 0.99649 3.71610 1.76386
C22 4.68291 0.31694 1.37912
C23 -4.26136 3.28403 1.33212
C24 5.96673 0.14534 0.89226
C25 -3.27699 2.42854 0.53826
C26 -1.96850 3.13486 4.21605
H1 -0.07672 -1.24032 -4.70800
H2 -0.42511 1.11780 4.97851
H3 -4.50026 2.83938 2.29198
H4 -1.44830 -2.76753 2.97984
H5 0.02430 0.18461 -5.76367
H6 2.75063 2.12961 -0.81885
H7 -0.05357 0.38781 3.41520
H8 -2.69704 0.50068 4.63994
H9 -0.53314 -2.63482 -1.87599
H10 3.34093 0.60044 -0.58411
H11 5.67476 -3.00450 -0.29698
H12 -3.19907 0.38566 -0.19884
H13 0.85294 3.89105 2.82510
H14 -1.89732 5.32229 0.81774
H15 0.78729 -3.37431 2.13321
H16 1.44804 2.72249 1.61540
H17 1.70174 4.47017 1.41136
H18 0.84030 4.57783 -0.65702
H19 -0.29476 6.00221 1.07237
H20 -1.15481 5.26293 2.41249
H21 -4.10062 0.56477 1.31207
H22 -0.78911 4.13891 -1.11190
H23 -2.14268 2.84004 5.25094
H24 0.51481 2.01678 3.80472
H25 -5.19413 3.38700 0.78014
H26 -3.22573 -2.08080 1.40762
H27 7.33684 -1.17852 -0.08902
H28 -2.47643 -0.04791 2.97206
H29 -4.81811 1.10069 -0.19302
H30 -3.68863 1.18535 3.36224
H31 -3.86794 4.27919 1.50909
H32 -4.13627 2.99759 -1.35429
H33 0.40256 2.86129 -0.80869
H34 -2.45767 2.47121 -1.47968
H35 4.40465 1.23131 1.88400
H36 3.14396 1.11485 -3.01852
H37 -2.85659 3.64232 3.85252
H38 1.24541 -3.32401 -0.29795
H39 -2.76760 -2.00548 -1.02068
H40 -1.13789 3.83654 4.21193
H41 3.40437 -2.71615 0.59236
H42 6.68397 0.94453 1.00540
H43 -2.85723 4.06848 -0.82284
H44 -0.89462 0.27147 -4.22775

Computed properties:
Charge: +1
2S+1: 4
Calculated total energy: -2979.6584 Ha
<S²>: 3.754
Highest occupied orbital energy (alpha / beta): -10.27 / -10.22 eV



A cluster of 7 separate species, C18H54N8O7 in total in a non-equilibrium geometry. Source: OMol25; level of theory: ωB97M-V/def2-TZVPD.

Atoms and positions in Å:
O1 -2.45040 3.39236 3.58318
O2 3.66275 2.42575 1.62343
O3 0.95909 1.65450 1.28792
O4 -2.63165 -1.47737 -5.60413
O5 3.19789 -0.56724 -1.32766
O6 -2.83265 -0.69554 3.43430
O7 -0.65916 -2.88886 0.28341
N1 -1.10918 0.66485 1.19896
N2 -2.94273 0.67167 5.27893
N3 0.61777 -0.21540 0.01866
N4 0.29073 2.54771 4.07988
N5 -3.60271 0.77837 -4.16036
N6 2.33848 0.15810 -4.80238
N7 -0.96554 -0.26404 4.65290
N8 2.05137 -3.83198 2.66576
C1 1.88441 -2.04247 -3.75908
C2 -2.27342 -0.08727 4.34614
C3 -2.15484 0.41699 -4.10214
C4 -2.06707 -2.78420 0.28224
C5 -1.78784 -0.36516 -5.35591
C6 -0.02544 3.89448 3.59608
C7 3.57074 -0.36047 -2.67087
C8 4.30284 -0.57117 -0.45220
C9 -2.02801 -0.45398 -2.86554
C10 0.21176 0.71156 0.93185
C11 -0.09017 -3.34016 1.51146
C12 2.34311 -0.60246 -3.54727
C13 -2.85540 4.12299 4.70937
C14 2.08673 -3.40911 0.25562
C15 -2.05375 -2.33751 -6.55833
C16 -1.39548 3.99308 2.86246
C17 1.11762 4.55957 2.85220
C18 1.41512 -3.08110 1.58613
H1 -0.56133 -2.79332 2.33823
H2 1.17723 4.12692 1.85076
H3 4.42799 -0.95114 -3.01223
H4 -1.96955 0.30689 -6.20348
H5 -0.95760 -0.59589 -2.67009
H6 -2.43363 -1.91190 0.82460
H7 2.53891 -2.54290 -4.47944
H8 -2.46125 -2.77125 -0.73429
H9 5.05012 -1.33372 -0.68436
H10 -1.72223 -1.79343 -7.45032
H11 -3.92006 0.97929 -5.10249
H12 1.56923 -0.02484 -5.43104
H13 1.77233 -3.56273 3.59971
H14 -4.09509 -0.06317 -3.88560
H15 2.03727 4.27817 3.36726
H16 3.93688 -0.75201 0.56012
H17 -0.64004 2.17092 4.26008
H18 -3.26388 5.11893 4.49867
H19 -0.70648 0.13893 5.53333
H20 -3.65823 3.57107 5.20058
H21 -2.49327 -3.69410 0.71816
H22 -1.17317 -2.83985 -6.14532
H23 3.05715 -3.73328 2.63663
H24 0.84570 -2.07962 -4.09123
H25 1.05476 5.64566 2.82114
H26 -1.42193 1.38419 1.83196
H27 2.26657 1.14039 -4.56329
H28 -1.27921 3.41761 1.93797
H29 -1.51673 1.29906 -4.06897
H30 -2.77732 -3.08130 -6.88346
H31 3.88963 0.68850 -2.73788
H32 3.73990 3.15649 1.00238
H33 -0.14760 4.48490 4.51327
H34 3.16595 -3.21309 0.34905
H35 2.89519 1.91142 1.30506
H36 -3.90436 0.90990 5.12356
H37 -2.53419 -1.41720 -2.89851
H38 -0.37949 -0.89518 4.14627
H39 4.75557 0.41954 -0.37465
H40 -0.43322 -4.37091 1.63697
H41 -2.03223 4.26476 5.41681
H42 0.66668 1.96038 3.33249
H43 1.50140 -0.17557 -2.98117
H44 -2.47448 1.20826 5.98403
H45 1.51854 -2.01708 1.81509
H46 -1.68964 -0.00455 0.74391
H47 -0.72284 -0.61736 -5.28137
H48 2.02574 -4.47351 0.03360
H49 -2.36385 0.03026 -1.94443
H50 1.53009 -0.08006 -0.40203
H51 -1.62714 5.00377 2.50921
H52 1.89997 -2.74555 -0.58645
H53 0.01554 -0.99066 -0.22090
H54 1.89673 -2.70751 -2.89290

Computed properties:
Calculated total energy: -1682.9268 Ha
SMILES: COC[C@H](C)N.COC[C@H](C)N.COC[C@H](C)N.COC[C@H](C)N.NC(N)=O.NC(N)=O.O
Highest occupied orbital energy: -8.74 eV